Run i
Computed, not measured: 3 unconnected molecules or ions with the total composition C4H15NO2, with the ωB97M-V functional and the def2-TZVPD basis.

Cartesian coordinates (Å):
1 C 0.20 -0.14 2.12
2 C -0.64 -1.02 1.16
3 C -1.23 -0.25 0.01
4 N -0.18 0.04 -0.98
5 C -0.56 0.80 -2.17
6 H -0.52 0.60 2.50
7 H 0.63 -0.59 3.02
8 H 0.98 0.43 1.63
9 H 0.09 -1.79 0.93
10 H -1.45 -1.56 1.65
11 H -1.97 -0.90 -0.47
12 H -1.73 0.70 0.27
13 H 0.63 0.45 -0.54
14 H -1.47 0.39 -2.62
15 H -0.73 1.85 -1.91
16 H 0.19 0.74 -2.97
17 O 1.30 -2.41 -0.51
18 H 1.83 -2.88 -1.16
19 H 0.92 -1.63 -0.97
20 O 0.89 2.42 0.14
21 H 1.07 2.52 1.08
22 H 1.77 2.24 -0.20

Summary:
- SMILES: CCCNC.O.O
- Orbital gap: 9.2 eV

---

Run ii
Computed, not measured: 3 unconnected molecules or ions with the total composition C4H15NO2, with the ωB97M-V functional and the def2-TZVPD basis.

Cartesian coordinates (Å):
1 C -0.80 -0.71 -1.92
2 C -0.34 0.26 -0.86
3 N 0.16 -0.38 0.35
4 C 0.34 0.58 1.42
5 C 1.39 -1.09 0.13
6 H -0.87 -0.25 -2.90
7 H -1.79 -1.10 -1.64
8 H -0.18 -1.60 -1.97
9 H 0.36 1.02 -1.25
10 H -1.19 0.87 -0.53
11 H 1.23 1.22 1.23
12 H -0.54 1.21 1.53
13 H 0.57 0.03 2.33
14 H 2.22 -0.46 -0.22
15 H 1.28 -1.86 -0.63
16 H 1.74 -1.57 1.04
17 O 4.48 1.02 1.69
18 H 4.26 1.94 1.49
19 H 4.97 0.92 2.51
20 O -5.23 0.07 -0.99
21 H -4.87 -0.79 -0.74
22 H -6.00 -0.13 -1.53

Summary:
- SMILES: CCN(C)C.O.O
- Orbital gap: 9.2 eV

---

Result of the stability comparison: run ii is the least stable of them.

---

Run i
Computed, not measured: 2 unconnected molecules or ions with the total composition C4H7N3, with the ωB97M-V functional and the def2-TZVPD basis.

Cartesian coordinates (Å):
1 C -2.34 0.78 0.34
2 C -0.68 -1.29 -0.26
3 C 0.56 -0.65 0.06
4 C 1.58 -0.22 -0.79
5 N 2.61 0.02 0.01
6 N 2.27 -0.18 1.32
7 N 1.07 -0.59 1.35
8 H -3.42 0.72 0.22
9 H -2.07 1.25 1.28
10 H -1.89 1.33 -0.50
11 H -1.97 -0.27 0.38
12 H -0.89 -1.05 -1.33
13 H 1.62 -0.13 -1.87
14 H 3.56 0.28 -0.22

Summary:
- Orbital gap: 8.0 eV

---

Run ii
Computed, not measured: a single C4H7N3 molecule, with the ωB97M-V functional and the def2-TZVPD basis.

Cartesian coordinates (Å):
1 C -2.03 0.69 0.30
2 C -1.05 -0.22 -0.46
3 C 0.38 -0.12 -0.02
4 C 1.52 -0.48 -0.70
5 N 2.51 -0.33 0.21
6 N 2.03 0.10 1.38
7 N 0.75 0.23 1.25
8 H -3.03 0.25 0.30
9 H -1.71 0.83 1.33
10 H -2.10 1.68 -0.17
11 H -1.36 -1.26 -0.31
12 H -1.11 -0.03 -1.54
13 H 1.70 -0.83 -1.71
14 H 3.49 -0.52 0.13

Summary:
- SMILES: CCc1c[nH]nn1
- Orbital gap: 10.3 eV

---

Run iii
Computed, not measured: a single C4H7N3 molecule, with the ωB97M-V functional and the def2-TZVPD basis.

Cartesian coordinates (Å):
1 N -2.32 0.04 0.01
2 N -0.93 -0.03 -0.01
3 C -0.19 1.15 -0.01
4 C 1.14 1.11 0.00
5 C 1.88 -0.21 0.00
6 N 1.01 -1.39 0.00
7 C -0.25 -1.24 -0.01
8 H -2.70 -0.42 0.84
9 H -2.71 -0.41 -0.82
10 H -0.80 2.05 0.00
11 H 1.70 2.03 0.00
12 H 2.54 -0.29 -0.87
13 H 2.54 -0.28 0.88
14 H -0.90 -2.12 -0.01

Summary:
- SMILES: NN1C=CCN=C1
- Orbital gap: 8.7 eV

---

Run iv
Computed, not measured: a single C4H7N3 molecule, with the ωB97M-V functional and the def2-TZVPD basis.

Cartesian coordinates (Å):
1 C 2.22 0.09 0.27
2 N 1.20 0.24 -0.73
3 C -0.11 0.04 -0.43
4 C -0.68 -0.52 0.75
5 C -2.04 -0.33 0.56
6 N -2.19 0.24 -0.64
7 N -1.03 0.48 -1.27
8 H 2.38 -0.97 0.12
9 H 3.08 0.74 0.06
10 H 1.83 0.43 1.25
11 H 1.45 0.53 -1.65
12 H -0.20 -0.99 1.60
13 H -2.89 -0.55 1.20
14 H -3.03 0.57 -1.08

Summary:
- SMILES: CNc1cc[nH]n1
- Orbital gap: 8.7 eV

---

Result of the stability comparison: run i is the least stable of them.

---

Run i
Computed, not measured: 2 unconnected molecules or ions with the total composition C4H7N3, with the ωB97M-V functional and the def2-TZVPD basis.

Cartesian coordinates (Å):
1 C -1.92 -0.99 0.59
2 C -0.67 -0.29 0.25
3 C -0.39 0.85 -0.20
4 N 0.10 2.07 -0.41
5 H -2.36 -1.45 -0.29
6 H -2.70 -0.31 0.94
7 H -1.71 -1.72 1.38
8 H 0.45 2.57 0.40
9 H -0.07 2.50 -1.31
10 N 1.97 -1.69 1.19
11 C 1.43 -1.01 0.39
12 N 1.80 -0.29 -0.80
13 H 1.95 -0.91 -1.60
14 H 2.11 0.65 -0.54

Summary:
- SMILES: CC#CN.N#CN
- Orbital gap: 8.4 eV

---

Run ii
Computed, not measured: a single C4H7N3 molecule, with the ωB97M-V functional and the def2-TZVPD basis.

Cartesian coordinates (Å):
1 C -0.90 1.16 -0.43
2 C -1.06 -0.97 0.37
3 N 0.10 -0.99 1.02
4 C 1.19 -0.45 0.29
5 N 2.39 -0.70 0.60
6 C 0.63 0.35 -0.89
7 N 1.10 0.42 -2.00
8 H -1.80 0.93 -1.01
9 H -0.51 2.10 -0.85
10 H -1.16 1.40 0.61
11 H -1.08 -1.36 -0.64
12 H -1.98 -0.94 0.94
13 H 0.09 -0.79 2.02
14 H 3.00 -0.16 -0.02

Summary:
- Orbital gap (spin up / spin down): 7.9 / 6.2 eV

---

Result of the stability comparison: run ii is the least stable of them.

---

Run i
Computed, not measured: a single C4H7N3 molecule, with the ωB97M-V functional and the def2-TZVPD basis.

Cartesian coordinates (Å):
1 H -2.39 -2.22 -0.33
2 N -1.99 -1.70 0.44
3 C -1.26 -0.75 0.01
4 C -1.03 -0.53 -1.42
5 N -0.90 -0.47 -2.57
6 N -0.63 0.14 0.83
7 C 0.39 1.07 0.39
8 C 1.74 0.41 0.10
9 H -0.68 -0.11 1.81
10 H 0.02 1.60 -0.50
11 H 0.49 1.83 1.17
12 H 2.46 1.15 -0.28
13 H 1.63 -0.37 -0.66
14 H 2.15 -0.04 1.01

Summary:
- SMILES: [H]/N=C(\C#N)NCC
- Orbital gap: 10.3 eV

---

Run ii
Computed, not measured: 2 unconnected molecules or ions with the total composition C4H7N3, with the ωB97M-V functional and the def2-TZVPD basis.

Cartesian coordinates (Å):
1 C 1.02 -0.02 -0.34
2 C -1.68 1.02 0.76
3 C -0.25 -2.04 -1.08
4 C 0.43 -0.71 -1.47
5 N 1.27 0.69 0.53
6 N -1.07 1.70 1.53
7 N -0.16 2.20 2.41
8 H -0.80 -2.25 -2.04
9 H -0.80 -1.76 -0.22
10 H 0.44 -2.89 -0.82
11 H -0.15 0.06 -1.78
12 H 1.33 -1.03 -2.19
13 H 0.75 1.84 2.31
14 H -0.33 3.20 2.42

Summary:
- Orbital gap: 10.6 eV

---

Result of the stability comparison: run ii is the least stable of them.

---

Run i
Computed, not measured: a molecular structure, C2H7N4, with the ωB97M-V functional and the def2-TZVPD basis.

Cartesian coordinates (Å):
1 C -0.46 -1.25 -0.18
2 C 0.32 0.54 -0.54
3 N -0.81 1.28 -0.17
4 N -1.80 0.64 0.19
5 N -1.68 -0.66 0.22
6 N 1.48 0.82 0.36
7 H -0.47 -1.77 -1.12
8 H 0.11 -1.73 0.61
9 H 0.60 0.60 -1.59
10 H -2.50 -1.18 0.50
11 H 1.79 1.79 0.22
12 H 2.25 0.17 0.17
13 H 1.18 0.73 1.34

Summary:
- Charge: +1
- Orbital gap: 10.2 eV

---

Run ii
Computed, not measured: a gas-phase ion, C2H7N4 (charge +1), with the ωB97M-V functional and the def2-TZVPD basis.

Cartesian coordinates (Å):
1 N 3.21 0.52 -0.05
2 C 2.17 -0.03 0.04
3 N 1.19 -0.76 0.13
4 N -0.16 -0.91 -0.36
5 C -1.31 -0.32 0.46
6 N -1.49 0.89 -0.18
7 H 3.67 1.25 0.34
8 H -0.51 -0.39 -1.25
9 H -0.22 -1.87 -0.36
10 H -2.11 -0.97 0.23
11 H -0.87 -0.32 1.42
12 H -2.34 1.15 -0.76
13 H -1.24 1.74 0.34

Summary:
- Charge: +1
- SMILES: N=C=N[NH2+]CN
- Orbital gap: 11.2 eV

---

Result of the stability comparison: run ii is the least stable of them.

---

Run i
Computed, not measured: 2 unconnected molecules or ions with the total composition C4H8O2, with the ωB97M-V functional and the def2-TZVPD basis.

Cartesian coordinates (Å):
1 C -1.31 0.41 -0.99
2 C -0.01 -0.34 -0.94
3 C 0.32 -1.21 0.01
4 O -0.42 -1.56 1.10
5 H -1.68 0.67 0.00
6 H -1.22 1.34 -1.57
7 H -2.06 -0.22 -1.47
8 H 0.74 -0.11 -1.70
9 H 1.28 -1.73 -0.01
10 H -0.89 -0.81 1.48
11 C 1.31 0.88 1.01
12 O 1.69 1.56 0.09
13 H 0.27 0.89 1.41
14 H 1.99 0.22 1.59

Summary:
- SMILES: C/C=C\O.C=O
- Orbital gap: 9.7 eV

---

Run ii
Computed, not measured: a molecular structure, C4H8O2, with the ωB97M-V functional and the def2-TZVPD basis.

Cartesian coordinates (Å):
1 O 2.09 0.98 0.02
2 C 1.25 -0.16 0.08
3 C -0.20 0.21 0.48
4 C -1.11 0.74 -0.68
5 O -1.43 -0.60 -1.06
6 C -1.15 -0.95 0.31
7 H 2.93 0.73 -0.38
8 H 1.62 -0.87 0.84
9 H 1.26 -0.70 -0.89
10 H -0.17 0.83 1.38
11 H -2.04 1.24 -0.36
12 H -0.28 1.28 -1.07
13 H -2.03 -0.75 0.94
14 H -0.76 -1.96 0.41

Summary:
- Orbital gap: 10.7 eV

---

Result of the stability comparison: run ii is the least stable of them.